# 1
Computed, not measured: a structure of composition C4H6Br9OY, with wB97M-V/def2-TZVPD.

Element x y z (Å)
Y 3.051 2.065 -1.470
C 0.559 0.911 0.225
O 1.024 1.690 -0.870
H 0.741 -0.133 0.180
H 0.892 1.326 1.220
H -0.560 0.915 0.139
C -3.198 3.225 -1.430
Br -4.806 2.078 -1.316
Br -1.989 2.448 -2.726
Br -2.220 3.213 0.319
H -3.408 4.283 -1.710
C -2.473 -2.441 0.201
Br -3.394 -4.119 0.279
Br -3.333 -1.063 1.324
Br -2.470 -1.690 -1.696
H -1.395 -2.520 0.448
C 5.208 -2.429 1.511
Br 3.933 -3.534 0.330
Br 3.863 -1.402 3.007
Br 4.863 0.438 -0.144
H 5.113 -3.260 2.181

* lowest unoccupied orbital energy: -12.6 eV
* total charge: +2
* orbital gap: 1.35 eV



# 2
Computed, not measured: the ion C4H6BrCl3N3 with charge +1, with wB97M-V/def2-TZVPD.

Element x y z (Å)
C -1.611 -0.494 1.616
C -1.420 0.628 -0.348
C 0.732 -0.459 -0.446
C -3.529 -0.847 0.008
N -0.436 -0.005 1.629
N -2.215 -0.371 0.403
N -0.145 0.466 0.281
Cl -3.520 -2.619 -0.085
Cl -4.759 -0.152 1.089
Cl -3.867 -0.174 -1.686
Br -2.115 2.430 0.069
H -1.910 -1.004 2.539
H -1.428 0.529 -1.415
H -0.083 -1.285 -0.720
H 1.257 -0.179 -1.328
H 1.463 -0.977 0.061
H 0.464 1.331 0.413

* lowest unoccupied orbital energy (alpha / beta): -3.6 / -7.9 eV
* total charge: +1
* multiplicity: 3
* expectation value of S²: 2.01
* orbital gap (alpha / beta): 6.49 / 7.06 eV



Sequential E output: -637693.6437, -116311.3589 eV